# 1
{"formula": "C4H10O", "method": "ωB97M-V/def2-TZVPD", "e_homo_ev": -8.3, "e_above_lowest_kcal_mol": 66.5, "multiplicity": 1, "charge": 0, "orbital_gap_ha": 0.3393, "e_lumo_ev": 0.89, "elements": ["C", "C", "C", "C", "O", "H", "H", "H", "H", "H", "H", "H", "H", "H", "H"], "positions_angstrom": [[-1.444628, -0.088447, -0.389695], [-0.071166, 0.136209, -0.088296], [0.321818, 1.296170, 0.780478], [0.993202, -0.394924, -1.008212], [-0.119523, -1.224131, 1.285585], [-1.677044, -0.577752, -1.334519], [-1.157426, -1.013018, 0.621944], [-2.163637, 0.654889, -0.049026], [-0.424635, 1.466248, 1.559307], [1.295922, 1.138924, 1.249346], [0.373823, 2.193886, 0.150890], [1.149896, 0.340283, -1.807489], [1.945087, -0.543446, -0.490472], [0.681013, -1.331845, -1.478394], [0.297298, -2.053047, 0.998554]], "forces_ev_per_a": [[0.032, 0.253, -0.200], [-0.155, 0.209, -0.255], [0.009, -0.014, 0.062], [0.023, -0.057, 0.006], [0.003, -0.385, 0.024], [0.035, 0.053, 0.157], [0.217, -0.046, 0.130], [0.123, -0.119, -0.043], [0.087, -0.024, -0.112], [-0.136, 0.016, -0.071], [-0.014, -0.128, 0.060], [-0.034, -0.070, 0.107], [-0.150, 0.032, -0.068], [0.027, 0.130, 0.070], [-0.065, 0.150, 0.134]]}

# 2
{"formula": "C3H9OS", "method": "ωB97M-V/def2-TZVPD", "e_homo_ev": -1.0, "e_above_lowest_kcal_mol": 87.6, "multiplicity": 1, "charge": -1, "orbital_gap_ha": 0.1528, "e_lumo_ev": 3.13, "elements": ["C", "O", "H", "H", "H", "C", "S", "C", "H", "H", "H", "H", "H", "H"], "positions_angstrom": [[-3.064027, -0.427935, -0.220632], [-3.182360, -1.710124, -0.752118], [-3.724250, -0.212467, 0.640926], [-2.041499, -0.092683, -0.058654], [-3.600204, 0.208017, -0.953088], [3.213335, -0.150322, -0.567147], [2.459804, 0.209504, 1.101467], [1.436024, 1.554781, 1.102007], [3.596777, 0.801198, -0.945243], [2.487280, -0.563822, -1.267341], [3.891225, -0.959471, -0.297919], [1.463133, 2.439132, 1.728913], [-3.367430, -2.489882, -0.221941], [0.432194, 1.394076, 0.710771]], "forces_ev_per_a": [[-1.794, 1.104, 0.152], [0.067, -1.206, -1.192], [0.671, -0.577, 0.298], [0.001, -0.126, 0.074], [0.880, 0.029, -0.054], [-0.721, 0.548, 0.535], [-0.012, -0.607, 0.634], [-1.069, 0.239, -0.795], [0.532, -0.359, -0.165], [-0.200, 0.142, 0.019], [0.632, 0.254, -0.332], [0.926, -0.073, 0.002], [0.217, 0.784, 0.722], [-0.129, -0.152, 0.103]]}

# 3
{"formula": "C4H12", "method": "ωB97M-V/def2-TZVPD", "e_homo_ev": -11.6, "e_above_lowest_kcal_mol": 8.2, "multiplicity": 1, "smiles": "CC.CC", "charge": 0, "orbital_gap_ha": 0.4658, "e_lumo_ev": 1.11, "elements": ["C", "C", "H", "H", "H", "H", "H", "H", "C", "C", "H", "H", "H", "H", "H", "H"], "positions_angstrom": [[2.624411, 0.790997, -1.330004], [2.202322, -0.292627, -0.319413], [2.817301, 0.364009, -2.311054], [1.897329, 1.595089, -1.444579], [3.546429, 1.259089, -0.985463], [2.634430, -0.020857, 0.644883], [1.140945, -0.294552, -0.055219], [2.468360, -1.262012, -0.724542], [-3.069739, 0.049670, 0.662204], [-1.748248, -0.624931, 1.013591], [-3.154905, 0.256214, -0.404124], [-3.931121, -0.526001, 1.000847], [-3.207523, 1.032965, 1.107189], [-1.750917, -1.318706, 1.844876], [-1.435886, -1.191044, 0.135341], [-1.033186, 0.182694, 1.165466]], "forces_ev_per_a": [[-0.102, 0.053, 0.194], [-0.427, 0.969, 0.136], [-0.056, 0.047, -0.099], [-0.083, -0.076, 0.019], [0.076, -0.005, -0.155], [0.492, -0.690, -0.037], [-0.102, -0.048, -0.638], [0.209, -0.252, 0.578], [-0.691, 0.141, 0.324], [0.066, 0.550, -0.944], [-0.017, -0.337, -0.088], [-0.062, -0.142, -0.296], [0.253, 0.050, 0.379], [-0.198, 0.180, 0.321], [0.253, -0.093, 0.108], [0.388, -0.344, 0.200]]}

# 4
{"formula": "C6H13NO", "method": "ωB97M-V/def2-TZVPD", "e_homo_ev": -8.7, "e_above_lowest_kcal_mol": 98.8, "multiplicity": 1, "smiles": "C=C/C(=C\\N)CC.O", "charge": 0, "orbital_gap_ha": 0.3432, "e_lumo_ev": 0.66, "elements": ["C", "C", "C", "C", "N", "C", "C", "H", "H", "H", "H", "H", "H", "H", "H", "H", "H", "H", "O", "H", "H"], "positions_angstrom": [[-2.365080, -1.123419, 0.753255], [-0.986719, -0.721842, 0.713755], [-0.145737, 0.031303, -0.364135], [0.822893, -0.395613, -1.133210], [1.400105, -1.696740, -1.251782], [-0.604460, 1.530303, -0.671578], [-0.315018, 2.282695, 0.625374], [-2.884030, -1.760927, 1.429551], [-3.211513, -0.675691, 0.082788], [-0.367400, -0.944745, 1.540490], [1.148339, 0.144933, -2.014099], [1.146851, -2.055020, -2.137346], [0.954249, -2.187052, -0.424378], [-0.080282, 1.928661, -1.468180], [-1.661259, 1.617152, -1.016182], [-0.093821, 3.348534, 0.443746], [0.771888, 2.004701, 1.137333], [-1.168957, 2.204907, 1.318118], [2.780628, -1.201612, 1.195679], [3.013794, -0.758766, 0.323287], [1.845530, -1.571762, 0.917513]], "forces_ev_per_a": [[2.328, 3.210, -2.386], [-3.021, -0.700, -1.414], [-3.727, 2.095, 0.102], [0.611, -1.393, -2.142], [-0.836, 0.500, 3.612], [-0.638, -2.200, 2.392], [2.297, 0.977, 0.985], [0.664, -0.362, 1.194], [2.208, -0.800, 0.468], [0.363, -0.929, 1.011], [-0.017, 0.904, 0.399], [-0.343, -0.927, -0.766], [0.651, -0.491, -2.105], [1.555, 0.581, -1.567], [0.446, -0.348, 0.747], [-0.666, -0.146, -0.064], [-3.025, 0.005, -1.160], [0.725, -0.059, 0.057], [-2.459, -0.201, -2.250], [-0.231, -0.847, 1.600], [3.115, 1.132, 1.285]]}

# 5
{"formula": "C4H9N3O2", "method": "ωB97M-V/def2-TZVPD", "e_homo_ev": [-7.0, -9.5], "e_above_lowest_kcal_mol": 59.6, "multiplicity": 3, "charge": 0, "orbital_gap_ha": [0.2892, 0.3327], "e_lumo_ev": [0.88, -0.43], "elements": ["C", "C", "C", "C", "N", "N", "N", "O", "O", "H", "H", "H", "H", "H", "H", "H", "H", "H"], "positions_angstrom": [[0.898428, 0.725087, -0.233227], [-0.338997, -1.304589, -1.081880], [0.563042, 0.209626, 1.171077], [-0.599027, -1.806586, 0.418521], [-1.472659, 3.414688, -1.228881], [-1.176158, 0.976807, -1.443790], [-0.122999, 0.187452, -1.085741], [-0.916069, 2.198933, -0.867906], [0.441309, -1.231799, 1.218346], [0.875562, 1.863330, -0.209634], [1.838202, 0.285891, -0.617749], [0.495561, -1.893360, -1.522576], [-1.296052, -1.468344, -1.665693], [1.445695, 0.382520, 1.873172], [-0.211428, 0.866326, 1.837747], [-1.566824, -1.480945, 0.830906], [-0.425303, -2.897552, 0.322753], [-1.153816, 4.019424, -0.393502]], "forces_ev_per_a": [[0.117, 0.115, 1.122], [-2.180, 0.851, 0.761], [1.288, 0.795, 3.194], [1.398, 1.210, -1.792], [-0.001, -0.766, 0.104], [-1.389, -1.252, -1.585], [-0.483, 0.007, -1.073], [0.982, 2.335, 2.479], [-0.408, 0.474, 0.108], [0.508, -1.905, -0.326], [-0.119, 0.457, 0.585], [-0.363, 0.876, 0.248], [1.242, 0.142, 0.417], [-0.663, -0.285, -1.121], [0.742, -1.838, -2.235], [0.092, -0.437, -0.427], [-0.399, 0.566, 0.836], [-0.364, -1.345, -1.296]]}

# 6
{"formula": "C5H9O4S", "method": "ωB97M-V/def2-TZVPD", "e_homo_ev": -4.5, "e_above_lowest_kcal_mol": 27.2, "multiplicity": 1, "charge": -1, "orbital_gap_ha": 0.2922, "e_lumo_ev": 3.49, "elements": ["C", "C", "C", "C", "C", "O", "O", "O", "O", "S", "H", "H", "H", "H", "H", "H", "H", "H", "H"], "positions_angstrom": [[0.418773, 0.737369, -0.577346], [1.402670, 1.716794, -1.233790], [1.696111, -0.009020, -0.211039], [0.953345, -1.762262, 1.324253], [2.026486, -1.009385, 0.567383], [-4.248184, -0.908441, 0.312503], [-3.101364, 0.994749, -1.032206], [-2.042007, -0.250157, 0.951956], [2.566012, 0.957425, -0.796745], [-3.385500, 0.281882, 0.560339], [-0.175518, 1.087893, 0.348631], [-0.290602, 0.187161, -1.147400], [1.319037, 1.938709, -2.296429], [1.314051, 2.706971, -0.779484], [0.022367, -1.392221, 1.028659], [1.087310, -1.438943, 2.327520], [0.785325, -2.856660, 1.371170], [2.996634, -1.193521, 0.951050], [-3.344939, 0.211648, -1.669018]], "forces_ev_per_a": [[0.359, 0.003, 1.722], [-0.880, 0.873, 0.471], [0.206, 1.320, -0.161], [0.354, -0.204, -0.135], [-0.819, -1.458, 0.532], [-0.127, 1.007, -0.556], [-0.882, -2.669, -1.217], [-0.508, 0.914, -0.265], [-1.035, -0.333, -0.129], [0.801, -1.290, 0.393], [1.072, -0.387, -1.528], [-0.480, -0.230, -0.739], [0.311, -0.736, -0.305], [0.532, -0.017, 0.349], [-1.703, 0.674, -0.394], [-0.095, 0.089, 1.271], [1.025, 0.326, -0.589], [1.201, 0.089, -0.392], [0.669, 2.027, 1.674]]}

# 7
{"formula": "C5H7N5", "method": "ωB97M-V/def2-TZVPD", "e_homo_ev": -9.0, "e_above_lowest_kcal_mol": 63.1, "multiplicity": 1, "smiles": "[H]/N=C(\\N)Nc1cccnn1", "charge": 0, "orbital_gap_ha": 0.3342, "e_lumo_ev": 0.12, "elements": ["H", "N", "C", "N", "N", "C", "C", "C", "C", "N", "N", "H", "H", "H", "H", "H", "H"], "positions_angstrom": [[-1.762765, -3.492160, 0.322196], [-2.201052, -2.572630, 0.437946], [-1.158058, -1.842251, 0.196927], [0.094468, -2.439632, -0.183204], [-1.265519, -0.461431, 0.370073], [-0.407065, 0.573845, 0.116417], [0.943566, 0.467956, -0.321855], [1.532626, 1.662417, -0.468269], [0.866747, 2.874381, -0.252439], [-0.352291, 2.882457, 0.197104], [-0.996532, 1.735271, 0.431254], [0.724416, -2.623085, 0.846635], [0.670244, -1.562597, -0.821607], [-2.117383, -0.178686, 0.825995], [1.424173, -0.521992, -0.441219], [2.567560, 1.674967, -0.923587], [1.436866, 3.823172, -0.332369]], "forces_ev_per_a": [[-0.919, -0.341, -0.041], [2.261, 0.648, -0.294], [-1.072, -0.492, 0.728], [3.678, 2.867, 1.113], [0.194, -1.126, -0.136], [-0.068, 0.003, 0.636], [-1.524, -0.756, 0.639], [2.876, 0.699, -1.872], [1.189, -0.070, 0.179], [-0.984, 0.059, 0.738], [0.847, 0.518, -0.892], [-2.214, 1.013, -4.043], [-2.311, -4.370, 2.537], [-0.269, 0.111, -0.187], [0.250, 1.672, 0.129], [-1.110, 0.172, 0.900], [-0.824, -0.609, -0.134]]}